Entry 1:
Below is an isolated molecule of C6H15BO3S3 at a distorted geometry, with properties calculated with ωB97M-V/def2-TZVPD.

XYZ file:
```
28
Properties=species:S:1:pos:R:3
S -4.71073 0.22005 -0.71327
C -3.09292 -0.48116 -1.12461
C -1.92548 0.28700 -0.51546
O -0.72542 -0.33088 -0.70262
B 0.49740 0.25924 -0.31694
O 0.44943 1.32544 0.64889
C 1.66543 1.80282 1.28396
C 1.37883 1.88202 2.85241
S 0.29175 3.29097 3.17233
O 1.70681 -0.22784 -0.88269
C 1.51854 -1.32964 -1.76239
C 1.67851 -2.71628 -1.12434
S 0.80544 -2.74563 0.31852
H -4.37397 1.42914 -1.42037
H -3.13464 -0.32740 -2.22280
H -3.00259 -1.52550 -0.97758
H -1.85730 1.31931 -0.96087
H -2.12576 0.40531 0.61921
H 2.54558 1.23886 0.89345
H 1.81066 2.83534 1.00242
H 0.88717 0.93883 3.21613
H 2.29795 1.95474 3.37093
H -0.53889 2.93204 2.10858
H 0.48140 -1.14593 -2.10138
H 2.24751 -1.03516 -2.53015
H 2.69431 -2.68658 -0.83807
H 1.45730 -3.52346 -1.85125
H 1.07366 -4.04562 0.55794
```

Values from the calculation:
**Lowest unoccupied orbital energy**: 0.5 eV
**2S+1**: 1
**SMILES string**: SCCOB(OCCS)OCCS
**Kohn-Sham gap**: 0.3467 Eh

Entry 2:
Below is a structure of composition C6H15Br2N2 at a distorted geometry, with properties calculated with ωB97M-V/def2-TZVPD.

XYZ file:
```
25
Properties=species:S:1:pos:R:3
C 1.23574 -0.31466 1.55579
C 1.16320 -1.57254 -0.60984
C -1.04904 0.79245 -1.56848
C -1.71248 -0.94123 0.12878
C 0.95181 -0.23934 0.06804
C -0.85353 0.26959 -0.17001
N 1.63621 0.79597 -0.66806
N -1.19500 1.31881 0.83564
Br 1.59514 2.57024 0.09034
Br 3.47764 0.43031 -1.14593
H 1.22910 0.65997 2.04156
H 0.54520 -0.98535 2.05909
H 2.23772 -0.72282 1.68758
H 0.96719 -1.51885 -1.67560
H 0.53689 -2.33082 -0.15267
H 2.19595 -1.88133 -0.47035
H -0.48204 1.69910 -1.75344
H -0.72141 0.04947 -2.28800
H -2.10296 0.98962 -1.75713
H -2.76883 -0.68476 0.04606
H -1.53371 -1.33602 1.12581
H -1.52903 -1.73299 -0.58864
H -2.21863 1.36723 0.93172
H -0.82320 2.23393 0.53087
H -0.78193 1.08403 1.74688
```

Values from the calculation:
**Lowest unoccupied orbital energy**: -4.1 eV
**2S+1**: 1
**Kohn-Sham gap**: 0.3185 Eh
**Total charge**: +1

Entry 3:
Below is an isolated molecule of C6H15Cl2NSi at a distorted geometry, with properties calculated with ωB97M-V/def2-TZVPD.

XYZ file:
```
25
Properties=species:S:1:pos:R:3
C 0.47068 -1.52274 -1.42912
C 0.59758 -1.80662 1.02640
C -1.48728 -0.95993 -0.02469
C -0.19002 2.06191 -1.03894
C 0.81629 1.36565 1.89949
C 0.10125 -0.87734 -0.04720
N 3.96223 0.24353 -1.19269
Si 0.71902 0.90817 0.13152
Cl 2.97225 1.39534 -0.48076
Cl 4.28727 -1.06184 -0.13862
H 1.51266 -1.76734 -1.17562
H -0.16114 -2.24732 -1.82327
H 0.47828 -0.70490 -2.22991
H -0.12113 -1.64220 1.85215
H 1.64164 -1.60885 1.35424
H 0.37727 -2.78337 0.64579
H -1.72448 -2.03822 -0.02006
H -1.90113 -0.62375 0.96491
H -1.80468 -0.35486 -0.84599
H -0.43776 1.48687 -1.89257
H -1.15015 2.34778 -0.59469
H 0.15539 3.12745 -1.23870
H 1.29014 0.62203 2.46757
H 1.37037 2.30921 1.93002
H -0.07978 1.62764 2.45725
```

Values from the calculation:
**Lowest unoccupied orbital energy**: 0.5 eV
**2S+1**: 1
**Kohn-Sham gap**: 0.2925 Eh

Entry 4:
Below is a structure of composition C6H15ClLi2NO2 at a distorted geometry, with properties calculated with ωB97M-V/def2-TZVPD.

XYZ file:
```
27
Properties=species:S:1:pos:R:3
Li 1.08302 -4.94068 2.90110
Li 7.01500 -3.60266 -0.69382
Cl 3.91535 -3.08135 1.08624
C -1.83795 -2.83817 -2.08210
O -1.66470 -1.61993 -1.40788
C -0.65432 -0.89952 -2.08631
C -0.60380 0.57665 -1.57117
N -0.34666 0.55426 -0.14121
C 0.37784 1.78587 0.26606
C 0.84772 1.67557 1.71604
O -0.09831 1.84398 2.75474
C -0.89105 3.03116 2.76179
H -2.32918 -2.68785 -3.04345
H -2.54695 -3.47386 -1.55170
H -0.92736 -3.41799 -2.23284
H -0.91282 -0.84583 -3.14385
H 0.27724 -1.41774 -1.85885
H -1.55844 1.05404 -1.79220
H 0.18729 1.04625 -2.15576
H 0.18257 -0.26950 0.10666
H -0.34349 2.60230 0.23091
H 1.30999 1.88783 -0.28963
H 1.69707 2.34811 1.83603
H 1.23855 0.67544 1.90345
H -1.36544 3.00425 3.74278
H -1.72947 3.05236 2.06558
H -0.32173 3.95699 2.67938
```

Values from the calculation:
**Lowest unoccupied orbital energy**: -4.6 eV
**2S+1**: 1
**Kohn-Sham gap**: 0.2113 Eh
**Total charge**: +1

Entry 5:
Below is a structure of composition C6H15ClLi2NO2, with properties calculated with ωB97M-V/def2-TZVPD.

XYZ file:
```
27
Properties=species:S:1:pos:R:3
Li 3.73976 1.57190 4.33058
Li 0.42423 -0.87269 2.74606
Cl 2.18381 -0.11502 4.05072
C -3.41464 -0.71807 -0.42073
O -2.68969 -1.41879 0.55890
C -1.50360 -1.99229 0.07424
C -0.44283 -0.96322 -0.24472
N -0.16302 -0.08932 0.91177
C 0.98142 0.80482 0.66445
C 0.84645 1.78818 -0.50291
O 0.89469 1.25177 -1.79475
C 2.15753 0.71990 -2.14107
H -3.62145 -1.34498 -1.29632
H -2.89188 0.18794 -0.75324
H -4.36311 -0.41925 0.01607
H -1.72692 -2.49989 -0.87971
H -1.16727 -2.75273 0.77784
H -0.75066 -0.38851 -1.11758
H 0.47387 -1.47947 -0.54102
H -0.96804 0.52462 1.02959
H 1.89932 0.21670 0.58160
H 1.11703 1.44386 1.54293
H 1.65255 2.53096 -0.38990
H -0.11654 2.29994 -0.41899
H 2.35118 -0.23185 -1.63265
H 2.95991 1.43806 -1.94311
H 2.13790 0.50745 -3.20804
```

Values from the calculation:
**Lowest unoccupied orbital energy**: -4.0 eV
**2S+1**: 1
**Kohn-Sham gap**: 0.3102 Eh
**Total charge**: +1

Entry 6:
Below is a structure of composition C6H15ClLiNO2 at a distorted geometry, with properties calculated with ωB97M-V/def2-TZVPD.

XYZ file:
```
26
Properties=species:S:1:pos:R:3
Li -0.68679 -1.32803 1.35220
Cl 0.76979 -0.58560 2.14024
C 0.10353 -4.15574 -0.03374
O -0.45438 -2.86746 0.06920
C -0.42638 -2.10397 -1.14796
C 0.56183 -0.93084 -1.12154
N 0.03953 0.16627 -0.28713
C 0.79320 1.39695 -0.47383
C 0.36828 2.40940 0.59961
O -0.92969 2.82259 0.24439
C -1.37803 3.93311 0.94959
H 0.25358 -4.46194 1.00155
H 1.05774 -4.11124 -0.55872
H -0.40465 -4.91417 -0.62928
H -1.42815 -1.71590 -1.33223
H -0.24377 -2.80720 -1.96049
H 0.62653 -0.61035 -2.16134
H 1.57903 -1.23285 -0.87219
H 0.44884 0.12441 0.63526
H 0.53115 1.74812 -1.47188
H 1.88126 1.33401 -0.45766
H 1.06800 3.23323 0.45897
H 0.30990 1.98677 1.60263
H -0.89416 4.82109 0.54279
H -1.07879 3.92744 1.99769
H -2.46739 3.92192 0.91387
```

Values from the calculation:
**Lowest unoccupied orbital energy**: 0.2 eV
**2S+1**: 1
**Kohn-Sham gap**: 0.3273 Eh

Entry 7:
Below is an isolated molecule of C6H15ClSi at a distorted geometry, with properties calculated with ωB97M-V/def2-TZVPD.

XYZ file:
```
23
Properties=species:S:1:pos:R:3
C -1.15440 -0.25106 1.59642
C -0.81913 -0.25701 0.10966
C -1.23398 -1.56972 -0.53025
C -1.45228 0.94770 -0.61107
Si 1.06733 -0.06306 -0.07396
C 1.61351 0.34973 -1.82893
C 1.79600 1.00739 1.27296
Cl 1.90127 -1.93989 0.35810
H -2.23906 -0.38884 1.80651
H -0.86211 0.67487 2.13169
H -0.63082 -1.07873 2.09911
H -0.81435 -2.42663 -0.01766
H -2.33145 -1.69612 -0.51732
H -0.99249 -1.67559 -1.59051
H -1.34000 0.78247 -1.68050
H -0.98659 1.89764 -0.29362
H -2.47699 0.98416 -0.36598
H 2.67253 0.58159 -1.64647
H 1.10818 1.14347 -2.36047
H 1.47291 -0.59224 -2.39133
H 1.47970 0.59330 2.22188
H 2.86865 0.96663 1.20859
H 1.35359 2.00994 1.10316
```

Values from the calculation:
**Lowest unoccupied orbital energy**: 0.7 eV
**2S+1**: 1
**SMILES string**: CC(C)(C)[Si](C)(C)Cl
**Kohn-Sham gap**: 0.3814 Eh

Entry 8:
Below is a structure of composition C6H15CsN at a distorted geometry, with properties calculated with ωB97M-V/def2-TZVPD.

XYZ file:
```
23
Properties=species:S:1:pos:R:3
Cs 13.54205 0.93741 -17.69063
C 9.42674 2.74173 -14.05724
C 10.25491 2.14572 -15.19085
N 11.64958 2.56405 -15.06987
C 11.91878 3.89076 -15.58238
C 13.37084 4.22744 -15.92879
C 12.35162 2.12008 -13.87576
C 12.26261 0.65438 -13.48475
H 8.44110 2.27779 -14.09427
H 9.02825 3.74656 -14.19735
H 9.81558 2.48297 -13.07238
H 10.30271 1.06432 -15.06286
H 9.82218 2.25005 -16.18582
H 11.36252 4.03216 -16.50903
H 11.55365 4.64420 -14.88444
H 13.58151 5.26054 -16.20523
H 13.98159 4.14132 -15.03008
H 13.86045 3.55270 -16.63102
H 12.13353 2.75833 -13.01951
H 13.42152 2.24161 -14.04503
H 12.38191 0.04993 -14.38392
H 11.35464 0.33915 -12.97061
H 13.04422 0.42354 -12.76094
```

Values from the calculation:
**Lowest unoccupied orbital energy (spin up / spin down)**: 0.2 / 0.2 eV
**2S+1**: 2
**⟨S²⟩**: 0.750
**Kohn-Sham gap (spin up / spin down)**: 0.1272 / 0.3216 Eh

Entry 9:
Below is a cluster of 2 separate species, C6H15FN in total at a distorted geometry, with properties calculated with ωB97M-V/def2-TZVPD.

XYZ file:
```
23
Properties=species:S:1:pos:R:3
C 4.76562 -0.32629 0.07986
C -0.36441 0.22462 -1.22496
C -2.24283 -0.97641 -0.44152
C -1.64940 1.31807 0.35257
C -0.37760 -0.55787 1.13450
C 3.61129 0.06208 -0.39522
N -1.17682 0.00706 0.02144
F 2.54009 0.12885 0.30699
H 4.91141 -0.76299 1.03487
H -1.10744 -1.07679 1.81066
H 5.63128 -0.22884 -0.47890
H 0.55385 0.80527 -1.00514
H -0.01410 -0.61247 -1.86030
H -0.94004 0.99941 -1.95778
H -1.86147 -1.95965 -0.11361
H -3.29741 -0.77168 0.03599
H -2.28599 -0.79332 -1.51741
H -2.06479 1.25344 1.38843
H -0.72581 1.81109 0.47304
H -2.27810 1.84695 -0.42276
H 0.33448 -1.37093 0.86081
H 0.16196 0.18660 1.71016
H 3.45722 0.33991 -1.41029
```

Values from the calculation:
**Lowest unoccupied orbital energy**: -2.7 eV
**2S+1**: 1
**Kohn-Sham gap**: 0.3661 Eh
**Total charge**: +1

Entry 10:
Below is a structure of composition C6H15IInO, with properties calculated with ωB97M-V/def2-TZVPD.

XYZ file:
```
24
Properties=species:S:1:pos:R:3
C 2.80650 -1.04752 -0.98058
C 2.32806 -0.36150 0.29133
C 2.43644 1.16996 0.21472
O 1.45516 1.74960 -0.58169
In -0.42669 2.09759 0.20597
C -1.85214 0.50339 -0.45737
I -1.19650 -0.58834 -2.22449
C -2.22830 -0.48042 0.64204
C -3.33745 -1.48262 0.31015
H 2.23757 -0.69529 -1.84181
H 2.68782 -2.13350 -0.93400
H 3.86146 -0.83266 -1.17512
H 1.26855 -0.59265 0.45102
H 2.86321 -0.74456 1.16857
H 2.43441 1.57322 1.24644
H 3.42980 1.41467 -0.20754
H -0.26275 1.94512 1.95408
H -0.98038 3.65771 -0.36853
H -2.75577 0.96470 -0.85548
H -1.33450 -1.01619 0.97742
H -2.53598 0.12607 1.50194
H -4.09442 -1.03531 -0.33831
H -2.95726 -2.36049 -0.21242
H -3.84684 -1.83094 1.21368
```

Values from the calculation:
**Lowest unoccupied orbital energy**: 2.9 eV
**2S+1**: 1
**Kohn-Sham gap**: 0.2748 Eh
**Total charge**: -1

| no. | E (eV) |
| --- | --- |
| 1 | -45791.442 |
| 2 | -149522.050 |
| 3 | -40874.078 |
| 4 | -24974.654 |
| 5 | -24979.231 |
| 6 | -24776.907 |
| 7 | -26867.734 |
| 8 | -8500.614 |
| 9 | -10663.898 |
| 10 | -21787.295 |